Model A:
This record from the Open Molecules 2025 dataset describes an isolated molecule of C4H10N2. The level of theory is ωB97M-V/def2-TZVPD.

The geometry in XYZ format:
```
16
Properties=species:S:1:pos:R:3:mulliken_charge:R:1
C 2.6984 -0.3707 -0.0445 -0.87
C 1.2787 0.2009 0.1118 -0.08
C -2.0279 -1.1097 0.0025 -0.70
C -1.1422 1.2772 -0.0236 -0.89
H 2.7389 -1.1178 -0.8380 0.26
H 3.4675 0.4378 -0.2202 0.29
H 3.0435 -0.8675 0.9131 0.21
H 1.1744 1.2785 0.1915 0.36
H -2.9059 -0.4973 -0.3402 0.22
H -2.2964 -1.5430 1.0514 0.23
H -1.7815 -1.8885 -0.7290 0.28
H -0.5443 1.6971 -0.8701 0.33
H -2.2150 1.4814 -0.2085 0.26
H -0.8267 1.8170 0.9195 0.29
N 0.3041 -0.6340 0.0350 -0.69
N -0.9654 -0.1614 0.0495 0.50
```

Results
SMILES ... C/C=N/N(C)C
Kohn-Sham gap ... 0.324 hartree
LUMO energy ... 1.007 eV
Spin multiplicity ... 1
Molar mass ... 86.14 g/mol

=====

Model B:
This record from the Open Molecules 2025 dataset describes an isolated molecule of C4H10N2. The level of theory is ωB97M-V/def2-TZVPD.

The geometry in XYZ format:
```
16
Properties=species:S:1:pos:R:3:mulliken_charge:R:1
C -2.1941 -0.0391 0.2894 -1.03
C 0.0135 -1.0899 -0.1443 -0.85
C 1.1707 -0.0761 -0.4006 0.30
C -0.0085 1.0117 -0.2436 -0.84
H -2.8906 0.5701 -0.2497 0.31
H -2.6490 -1.0260 0.1985 0.32
H -2.1214 0.2969 1.3610 0.36
H 0.0319 -1.3312 0.9073 0.39
H 0.0193 -1.9600 -0.7560 0.30
H 1.4746 -0.1073 -1.5244 0.23
H 2.4799 1.1154 0.6849 0.28
H 3.2095 -0.5821 -0.1652 0.32
H -0.0551 1.9012 -0.9482 0.26
H 0.1936 1.3878 0.8441 0.37
N -0.9492 0.0022 -0.3424 0.02
N 2.2746 -0.0736 0.4894 -0.74
```

Results
SMILES ... CN1CC(N)C1
Kohn-Sham gap ... 0.334 hartree
LUMO energy ... 0.864 eV
Spin multiplicity ... 1
Molar mass ... 86.14 g/mol

=====

Model C:
This record from the Open Molecules 2025 dataset describes a cluster of 2 separate species, C4H10N2 in total. The level of theory is ωB97M-V/def2-TZVPD.

The geometry in XYZ format:
```
16
Properties=species:S:1:pos:R:3:mulliken_charge:R:1
C 2.5239 0.4918 -0.5010 -0.08
C -1.2392 -0.5492 0.5326 0.83
C -0.6180 -1.8024 0.0408 -1.07
C -0.8455 -0.1241 1.8400 -1.03
N 3.5445 0.7180 -1.1632 -0.51
N -2.0570 0.0552 -0.2394 -0.71
H 2.6030 0.5333 0.6527 0.16
H 1.4637 0.4088 -0.7620 0.18
H -0.8586 -1.8361 -1.1039 0.29
H -1.0231 -2.7474 0.5499 0.31
H 0.4154 -1.6838 0.0228 0.32
H -1.7344 0.3873 2.3333 0.35
H 0.0068 0.6583 1.8498 0.22
H -0.5154 -0.9574 2.5523 0.28
H 3.6355 0.7067 -2.2119 0.24
H -2.5218 0.8847 0.0937 0.22
```

Results
SMILES ... CC(C)=N.C=N
Kohn-Sham gap ... 0.387 hartree
LUMO energy ... 0.895 eV
Spin multiplicity ... 1
Molar mass ... 86.14 g/mol

=====

Name the least stable of them. model B.